35
Properties=species:S:1:pos:R:3:forces:R:3 method="wB97M-V/def2-TZVPD" smiles="CCSC(=S)SCC(=O)c1ccc(-c2ccc(N)cn2)s1" relative_energy_ev=0.000 homo_energy_ev=-8.08 molar_mass_g_mol=354.5 total_energy_ev=-63112.8744 orbital_gap_ev=7.7
H 1.586082 2.119387 -6.521960 -0.36 -0.79 0.59
H 3.540282 0.310422 -4.947545 -0.14 0.64 -0.79
C -1.397925 0.215649 3.291008 -1.42 0.86 -0.15
O 2.496811 -2.429018 -0.250244 0.88 -0.18 0.57
H -1.054576 -0.965579 -1.268614 0.20 -0.13 0.31
H 3.738321 0.832353 -6.681516 -0.47 0.08 0.57
H -0.745341 0.695001 6.621146 0.32 -0.28 -0.18
N -3.017759 1.964395 6.660941 -1.04 1.10 0.56
C -1.457666 -0.334253 0.815110 -1.03 0.15 -1.01
S 0.674338 -1.174271 1.955113 -0.40 0.31 -1.05
H 0.216469 -2.926388 -2.227791 0.26 0.57 -0.16
C -0.878103 -0.338405 2.038151 1.16 -0.87 -0.11
C -0.751044 0.103370 4.508407 1.90 -0.63 0.41
C 1.785490 1.365448 -5.721473 0.76 -0.38 -0.71
S 1.032667 -3.012914 -5.123407 -0.07 1.81 -0.50
C -2.444463 1.358475 5.565311 -0.17 0.69 0.33
C 3.303781 1.112658 -5.699351 0.12 -0.96 0.46
H -3.780181 2.686522 6.497723 1.78 -1.48 0.58
S 1.104434 -0.792654 -3.183969 0.04 -0.14 -0.05
H 1.499571 1.776836 -4.757003 -0.45 -0.16 -0.04
N -2.569265 0.909733 3.183987 0.26 0.13 1.64
H 0.236839 -0.421593 4.559616 -1.03 0.44 -0.08
C -3.059314 1.454789 4.326056 0.90 -1.07 -1.64
H -3.978996 1.999602 4.286150 -0.52 0.23 -0.43
H 1.952494 -3.008614 -2.493878 -0.07 0.44 0.15
C 1.063678 -1.343466 -4.878789 -0.10 -2.17 1.23
C 1.434159 -2.031651 -0.661626 1.27 -0.71 -0.43
C 1.156097 -2.347833 -2.133268 -0.76 0.20 -0.85
H -2.461361 1.990254 7.527720 -0.82 0.29 -0.91
C 0.487588 -1.405220 0.209039 -0.88 0.25 0.52
H 3.808523 2.009732 -5.351188 0.07 0.19 -0.01
C -1.234697 0.702562 5.654972 -0.20 -0.24 -0.23
C -0.709065 -0.950456 -0.234805 -0.70 0.90 0.83
H -2.440446 0.090462 0.627405 0.21 0.03 0.24
S 0.862578 -0.215337 -6.191428 0.50 0.84 0.33